(1)
Computed, not measured: a cluster of 8 separate species, C7H28FN14O7 in total in a non-equilibrium geometry, with ωB97M-V/def2-TZVPD.

Properties
**Frontier orbital gap**: 6.939 eV
**Total charge**: -1
**M**: 439.39 g mol⁻¹
**Multiplicity**: 1

```
57
Properties=species:S:1:pos:R:3:mulliken_charge:R:1
F 1.1519 -0.4185 0.5410 -0.988
C 4.9815 -1.2360 -3.8766 0.667
O 5.7571 -1.3979 -4.7733 -0.674
N 5.3942 -1.2320 -2.6439 -0.385
N 3.7294 -0.9914 -4.0079 -0.399
H 4.7150 -1.1110 -1.9062 0.160
H 6.3499 -1.3097 -2.3263 0.194
H 3.1899 -0.7920 -3.1777 0.213
H 3.4362 -1.0470 -4.9728 0.220
C -4.3315 3.1650 2.1617 0.615
O -4.8048 2.7755 1.1224 -0.693
N -3.3147 2.6143 2.6614 -0.378
N -4.7855 4.2242 2.7140 -0.386
H -2.8343 3.0458 3.4381 0.189
H -2.7092 2.0504 2.0823 0.254
H -4.2532 4.7040 3.4257 0.172
H -5.5107 4.7837 2.2886 0.224
C -2.3971 4.9543 -3.7530 0.682
O -1.7397 5.9084 -4.2254 -0.704
N -3.7381 4.9159 -3.7009 -0.406
N -1.7072 3.9360 -3.3535 -0.366
H -4.2559 4.0835 -3.4580 0.202
H -4.1365 5.8409 -3.7767 0.221
H -0.6997 3.9392 -3.2820 0.211
H -2.2532 3.1470 -3.0383 0.162
C -0.0814 -8.0778 0.6197 0.618
O -0.4612 -8.1592 1.7067 -0.580
N -0.3398 -8.9449 -0.3140 -0.403
N 0.7234 -7.0950 0.2421 -0.398
H 0.3331 -8.9281 -1.0670 0.181
H -0.9742 -9.7042 -0.1113 0.222
H 0.9984 -6.9674 -0.7213 0.153
H 1.1320 -6.4258 0.8789 0.206
C 2.0979 -2.2640 5.5432 0.624
O 2.3325 -2.6159 6.6813 -0.676
N 1.0361 -2.4623 4.8768 -0.356
N 2.8527 -1.4360 4.8859 -0.416
H 0.2017 -2.7098 5.3892 0.225
H 1.0547 -2.0369 3.9610 0.187
H 3.3835 -0.6964 5.3233 0.192
H 2.7315 -1.2659 3.8977 0.214
C -3.6508 -3.1279 -2.5632 0.642
O -4.7756 -3.0238 -2.8713 -0.647
N -3.1228 -2.3844 -1.6840 -0.392
N -2.7508 -3.7511 -3.2074 -0.383
H -3.7336 -1.7978 -1.1336 0.193
H -2.1579 -2.2383 -1.4240 0.167
H -3.0732 -4.2472 -4.0260 0.223
H -1.8082 -3.4707 -2.9773 0.196
C 2.4024 6.1201 1.9217 0.665
O 1.4889 6.0714 2.7153 -0.684
N 3.1012 7.2192 1.9746 -0.413
N 2.9250 5.1886 1.2390 -0.371
H 3.9473 7.2785 1.4261 0.155
H 2.8754 7.8362 2.7417 0.220
H 3.7172 5.2111 0.6129 0.181
H 2.3609 4.3531 1.3007 0.246
```

***

(2)
Computed, not measured: the molecule C2H3BrO in a non-equilibrium geometry, with ωB97M-V/def2-TZVPD.

Properties
**Frontier orbital gap (alpha / beta)**: 7.900 / 10.217 eV
**Total charge**: 0
**M**: 122.95 g mol⁻¹
**Multiplicity**: 3
**⟨S²⟩**: 2.01

```
7
Properties=species:S:1:pos:R:3:mulliken_charge:R:1
C 1.2906 0.6434 -0.0028 -0.441
C -1.0703 -0.7585 -0.1396 -0.151
O -0.0243 0.1962 -0.0764 -0.299
Br -2.7488 0.0391 0.0611 -0.081
H 1.3826 1.6775 -0.2451 0.299
H 2.0981 -0.0488 0.1446 0.303
H -0.9279 -1.7489 0.2580 0.372
```

***

(3)
Computed, not measured: a cluster of 2 separate species, C9H14 in total in a non-equilibrium geometry, with ωB97M-V/def2-TZVPD.

Properties
**Frontier orbital gap**: 9.931 eV
**Total charge**: 0
**SMILES**: Cc1ccccc1.CC
**M**: 122.21 g mol⁻¹
**Multiplicity**: 1

```
23
Properties=species:S:1:pos:R:3:mulliken_charge:R:1
C -0.6282 -0.7975 1.0496 -1.350
C 0.4505 0.3334 0.7016 0.871
C 0.1315 1.6364 0.6316 -0.542
C 1.2221 2.5175 0.6822 -0.201
C 2.6044 2.1012 0.6181 -0.705
C 2.7846 0.6754 0.5850 -0.350
C 1.7259 -0.1940 0.5820 -0.440
H -1.6676 -0.5447 1.3492 0.362
H -0.1802 -1.3494 1.8265 0.386
H -0.7210 -1.5386 0.2065 0.249
H -0.8580 2.1285 0.6593 0.338
H 1.2427 3.6202 0.7254 0.273
H 3.2765 2.8212 0.7063 0.508
H 3.7715 0.3115 0.3760 0.350
H 2.1067 -1.2729 0.6793 0.232
C -3.1262 -2.5768 -1.2601 -0.399
C -3.1744 -2.0384 -2.6784 -0.752
H -2.6396 -2.0008 -0.4915 -0.085
H -4.1662 -2.5228 -0.8150 0.286
H -2.7139 -3.6849 -1.2291 0.215
H -3.9208 -2.7417 -3.2488 0.224
H -2.0704 -2.1447 -3.1602 0.204
H -3.4002 -1.0248 -3.0535 0.326
```

***

(4)
Computed, not measured: the molecule C5H8N2 in a non-equilibrium geometry, with ωB97M-V/def2-TZVPD.

Properties
**Frontier orbital gap**: 10.566 eV
**Total charge**: 0
**SMILES**: [H]/N=C1/CN2C[C@@]12C
**M**: 96.13 g mol⁻¹
**Multiplicity**: 1

```
15
Properties=species:S:1:pos:R:3:mulliken_charge:R:1
H 0.2975 0.8126 -2.1844 0.265
N -0.2915 1.5291 -1.7613 -0.738
C -0.3331 1.0235 -0.6089 0.313
C -1.0072 1.2931 0.7121 -0.390
N -0.4551 0.0118 1.2487 -0.564
C -0.9259 -1.0455 0.3504 -0.360
C 0.2658 -0.2556 -0.0363 0.810
C 1.6618 -0.8501 -0.0696 -1.390
H -2.0994 1.3538 0.7340 0.283
H -0.5746 2.1493 1.2376 0.263
H -1.8440 -0.9143 -0.2239 0.230
H -0.7761 -2.0422 0.7550 0.285
H 1.7807 -1.4897 0.8146 0.393
H 2.4478 -0.0891 -0.0236 0.302
H 1.8534 -1.4866 -0.9443 0.301
```

***

(5)
Computed, not measured: a cluster of 2 separate species, C3H13N2 in total in a non-equilibrium geometry, with ωB97M-V/def2-TZVPD.

Properties
**Frontier orbital gap**: 9.732 eV
**Total charge**: +1
**M**: 77.15 g mol⁻¹
**Multiplicity**: 1

```
18
Properties=species:S:1:pos:R:3:mulliken_charge:R:1
C -0.3947 1.6444 0.1474 -0.908
N 1.0165 1.9193 0.3850 -0.337
C 1.6542 0.6362 0.6380 -0.886
H -0.4924 1.1560 -0.8187 0.330
H -0.8839 1.1123 1.0244 0.346
H -1.0023 2.5483 0.0459 0.398
H 1.0476 2.4629 1.2540 0.295
H 1.1111 0.0353 1.3873 0.402
H 2.6475 0.7936 1.0945 0.379
H 1.8035 0.0482 -0.3574 0.310
C -1.1873 -1.7252 -1.2306 -0.783
N -0.4406 -1.3869 0.0047 -0.101
H -2.0245 -0.9520 -1.3749 0.323
H -0.4782 -1.6902 -2.0767 0.350
H -1.6244 -2.7034 -1.1059 0.384
H -1.0362 -1.3843 0.8496 0.422
H -0.0278 -0.4430 -0.0425 -0.377
H 0.3118 -2.0714 0.1761 0.454
```

***

(6)
Computed, not measured: a cluster of 2 separate species, C12H13N2O in total in a non-equilibrium geometry, with ωB97M-V/def2-TZVPD.

Properties
**Frontier orbital gap (alpha / beta)**: 7.054 / 6.473 eV
**Total charge**: +1
**M**: 201.25 g mol⁻¹
**Multiplicity**: 3
**⟨S²⟩**: 2.04

```
28
Properties=species:S:1:pos:R:3:mulliken_charge:R:1
C -3.2556 1.3059 0.5732 -0.560
C -0.7622 -2.8278 0.1981 -0.736
C -3.2544 -0.0185 0.3210 -0.718
C -2.0196 -2.1437 0.0465 -0.888
C -2.0494 1.9623 1.0304 -0.706
C 0.3803 -2.1082 0.5723 -0.154
C -2.0757 -0.7470 0.3515 0.784
C -0.8561 -0.0966 0.7345 0.477
C -0.8840 1.2717 0.9965 0.687
C 1.4385 -0.0590 1.3636 0.953
C 0.9256 1.7546 -1.7962 -0.968
C 2.6953 -0.7608 1.4735 -1.558
N 0.3256 -0.7836 0.8080 0.256
N 1.3784 1.1753 1.6042 -0.550
O 0.2427 1.8938 1.4682 -0.119
H -4.1987 1.7587 0.6193 0.437
H -0.6839 -3.8539 0.0227 0.479
H -4.2265 -0.4015 0.0578 0.418
H -2.9603 -2.5862 -0.1747 0.484
H -2.0109 2.9515 1.3467 0.523
H 1.3290 -2.5836 0.6233 0.277
H 0.4309 0.7893 -1.5307 0.178
H 1.7312 1.9582 -1.1508 0.269
H 1.4002 1.9411 -2.8227 0.333
H 2.7601 -1.2981 2.3905 0.424
H 3.5592 -0.1278 1.5431 0.396
H 2.6898 -1.5384 0.7650 0.348
H 0.1714 2.5412 -1.6826 0.235
```

***

(7)
Computed, not measured: a structure of composition C38H28AsIN10RhS, with ωB97M-V/def2-TZVPD.

Properties
**Frontier orbital gap**: 5.351 eV
**Total charge**: +1
**M**: 961.51 g mol⁻¹
**Multiplicity**: 1

```
80
Properties=species:S:1:pos:R:3:mulliken_charge:R:1
Rh 0.3190 -1.0689 -1.1753 1.152
C 5.6869 2.1237 0.8985 -0.660
C 5.8682 0.9800 1.6742 -0.667
C 4.9968 -0.1001 1.5793 -0.172
C 3.9492 0.0128 0.6877 0.453
C 2.8545 -0.9051 0.3429 -0.053
N 2.0813 -0.3652 -0.5869 -0.180
C 2.5764 0.9118 -0.9170 -0.490
N 2.1356 1.7079 -1.8205 -0.380
C 1.0342 1.4899 -2.5737 -0.524
C 0.7390 2.0209 -3.8163 0.702
C 1.4722 2.8956 -4.6663 -0.599
C 0.9099 3.2504 -5.8480 -0.642
C -0.3715 2.7445 -6.2602 -0.579
C -1.0856 1.8872 -5.4897 -0.752
C -0.5404 1.5161 -4.2281 1.239
C -1.0101 0.6741 -3.2330 -1.006
N -2.1847 -0.0020 -3.2204 -0.205
C -2.3960 -1.0632 -2.5225 -0.212
N -1.4842 -1.7379 -1.6939 -0.112
C -2.0604 -2.8303 -1.2068 -0.053
N -1.5298 -3.7400 -0.3756 -0.632
C -0.3281 -3.6406 0.1275 -0.472
N 0.5821 -2.6369 -0.0329 -0.436
C 1.6839 -2.8709 0.7419 -0.442
N 2.7153 -2.1017 0.9357 -0.581
C 1.4965 -4.1618 1.4284 0.529
C 2.3050 -4.8618 2.3006 -0.280
C 1.8150 -6.0702 2.7887 -0.687
C 0.5608 -6.5468 2.4133 -0.678
C -0.2505 -5.8323 1.5360 -0.169
C 0.2442 -4.6375 1.0536 0.691
C -3.4383 -2.9398 -1.7103 0.079
C -4.4257 -3.8819 -1.4969 -0.031
C -5.6455 -3.6773 -2.1313 -0.687
C -5.8566 -2.5694 -2.9505 -0.676
C -4.8581 -1.6261 -3.1631 -0.209
C -3.6485 -1.8323 -2.5274 0.184
N -0.0732 0.6904 -2.1825 0.204
C 3.7666 1.1533 -0.0884 0.154
C 4.6289 2.2285 0.0012 -0.170
H 6.3847 2.9442 0.9980 0.416
H 6.7026 0.9342 2.3609 0.423
H 5.1296 -0.9925 2.1750 0.590
H 2.4440 3.2569 -4.3598 0.539
H 1.4338 3.9220 -6.5148 0.454
H -0.7594 3.0558 -7.2208 0.448
H -2.0396 1.4883 -5.8058 0.551
H 3.2764 -4.4834 2.5876 0.602
H 2.4182 -6.6527 3.4718 0.428
H 0.2134 -7.4904 2.8118 0.433
H -1.2249 -6.1947 1.2384 0.592
H -4.2498 -4.7412 -0.8649 0.591
H -6.4469 -4.3901 -1.9915 0.412
H -6.8182 -2.4452 -3.4303 0.415
H -5.0150 -0.7683 -3.8032 0.561
H 4.4863 3.1127 -0.6052 0.551
C -0.6005 4.4805 -1.7240 -1.079
As -1.6501 3.0406 -0.9693 0.600
C -2.1095 3.5141 0.8396 -1.062
C -3.3091 2.9456 -1.9589 -1.117
S -0.6356 0.8593 -0.4928 0.384
H -0.4564 4.2780 -2.7843 0.300
H -1.1025 5.4386 -1.5946 0.474
H 0.3633 4.4994 -1.2181 0.338
H -2.7392 4.4007 0.8778 0.431
H -1.1937 3.7000 1.3980 0.346
H -2.6394 2.6694 1.2788 0.379
H -3.9488 3.8060 -1.7687 0.474
H -3.8103 2.0312 -1.6454 0.313
H -3.0861 2.8856 -3.0223 0.323
I 0.4292 1.3658 6.1236 0.126
C 0.1320 0.2801 4.4021 -0.843
C -0.2716 -1.0283 4.2972 -0.196
N -0.3204 -1.3000 2.9768 -0.005
N 0.0237 -0.2524 2.2155 0.032
C 0.3007 0.7145 3.0738 -0.303
H -0.5171 -1.7607 5.0466 0.454
H -0.5876 -2.1655 2.5392 0.097
H 0.6276 1.6799 2.7209 0.574
```

***

(8)
Computed, not measured: the molecule C2H3N3OS2 in a non-equilibrium geometry, with ωB97M-V/def2-TZVPD.

Properties
**Frontier orbital gap**: 8.930 eV
**Total charge**: 0
**SMILES**: O=C1NNC(=S)NS1
**M**: 149.20 g mol⁻¹
**Multiplicity**: 1

```
11
Properties=species:S:1:pos:R:3:mulliken_charge:R:1
O 1.7999 1.3769 1.8276 -0.524
C 0.9949 0.7187 1.2066 0.535
N 0.7374 0.9719 -0.1379 -0.196
N -0.4503 0.6251 -0.7566 -0.226
C -0.8557 -0.6925 -0.7637 0.331
S -1.5850 -1.5227 -1.9555 -0.385
N -0.3202 -1.3773 0.3173 -0.310
S -0.0335 -0.6824 1.8388 -0.040
H 1.3125 1.6951 -0.5309 0.254
H -0.8612 1.1906 -1.4699 0.246
H -0.7387 -2.3034 0.4243 0.317
```